{"formula": "C48H43Cl5N7O3SSiY", "method": "the ωB97M-V functional and the def2-TZVPD basis", "e_lumo_ev": -0.323, "e_above_lowest_kcal_mol": 0.00, "gap_ev": 6.98, "total_charge": 0, "symbols": ["Y", "Cl", "C", "C", "C", "Cl", "C", "O", "C", "Cl", "C", "H", "H", "C", "N", "C", "C", "N", "C", "S", "C", "C", "C", "C", "C", "N", "H", "H", "H", "H", "H", "H", "H", "H", "H", "C", "C", "C", "C", "N", "C", "C", "C", "C", "C", "C", "N", "H", "H", "H", "H", "H", "H", "H", "H", "C", "Si", "C", "C", "N", "C", "C", "C", "C", "C", "C", "H", "H", "H", "H", "H", "H", "H", "H", "H", "H", "H", "H", "H", "H", "Cl", "C", "C", "C", "C", "C", "Cl", "C", "N", "C", "C", "C", "C", "C", "C", "C", "C", "O", "O", "H", "H", "H", "H", "H", "H", "H", "H", "H", "H"], "positions_angstrom": [[-0.6977, 0.6671, 0.1340], [-0.9846, -4.1507, 5.9918], [-1.0555, -3.2892, 4.4807], [-0.6384, -1.9721, 4.4241], [-0.7631, -1.2989, 3.2242], [-0.3659, 0.3948, 3.1522], [-1.2885, -1.8643, 2.0473], [-1.4289, -1.1871, 0.9488], [-1.6890, -3.2101, 2.1764], [-2.4021, -3.9807, 0.7986], [-1.5788, -3.9137, 3.3608], [-0.2475, -1.4717, 5.2987], [-1.9163, -4.9394, 3.4095], [-4.2024, 1.0588, -4.4150], [-2.9838, 0.2782, -4.5118], [-2.3872, -0.1369, -5.6865], [-1.3111, -0.8628, -5.3472], [-1.2480, -0.8917, -3.9595], [-2.2961, -0.1891, -3.4363], [-2.7871, 0.1230, -1.8540], [-0.2637, -1.6508, -3.2499], [0.9873, -1.8307, -3.8243], [1.8750, -2.6510, -3.1557], [1.5015, -3.2072, -1.9409], [0.2463, -2.9065, -1.4402], [-0.6395, -2.1601, -2.1008], [-4.4337, 1.4554, -5.4007], [-4.0620, 1.8730, -3.7062], [-5.0256, 0.4394, -4.0609], [-2.7937, 0.1067, -6.6512], [-0.6060, -1.3946, -5.9573], [1.2646, -1.3307, -4.7417], [2.8620, -2.8334, -3.5587], [2.1776, -3.8403, -1.3825], [-0.0802, -3.2829, -0.4796], [2.8538, 3.4253, 2.0501], [3.3665, 4.1807, 1.0115], [2.7812, 4.0739, -0.2361], [1.6988, 3.2185, -0.4172], [1.1878, 2.5059, 0.5935], [1.7699, 2.6064, 1.7892], [1.0336, 3.1160, -1.7446], [1.6610, 3.5633, -2.9016], [0.9607, 3.5614, -4.0942], [-0.3576, 3.1451, -4.0885], [-0.8924, 2.6845, -2.8964], [-0.2086, 2.6250, -1.7569], [3.2727, 3.4629, 3.0455], [4.2054, 4.8461, 1.1673], [3.1487, 4.6721, -1.0557], [1.3636, 1.9898, 2.5761], [2.6877, 3.8962, -2.8803], [1.4353, 3.8976, -5.0069], [-0.9638, 3.1628, -4.9839], [-1.9153, 2.3435, -2.8353], [-5.1241, 2.8864, 1.6610], [-3.8455, 1.5049, 1.6804], [-4.6555, -0.0194, 0.9411], [-3.5741, 1.1013, 3.4994], [-2.3915, 1.9928, 0.8517], [-2.3755, 3.2903, 0.3140], [-3.1911, 3.6624, -0.7663], [-3.0942, 4.9149, -1.3505], [-2.1786, 5.8483, -0.8797], [-1.3876, 5.5138, 0.2119], [-1.4949, 4.2651, 0.8051], [-5.9441, 2.6076, 2.3286], [-5.5465, 3.0572, 0.6697], [-4.7111, 3.8348, 2.0120], [-5.4496, -0.3613, 1.6121], [-3.9498, -0.8424, 0.8084], [-5.1081, 0.1940, -0.0301], [-4.5498, 1.0673, 3.9932], [-2.9661, 1.8548, 4.0041], [-3.1043, 0.1274, 3.6475], [-3.8892, 2.9285, -1.1542], [-3.7376, 5.1655, -2.1869], [-2.0996, 6.8244, -1.3406], [-0.6868, 6.2371, 0.6137], [-0.8880, 4.0147, 1.6672], [1.3584, -5.1493, 1.2155], [1.9958, -4.5781, 2.7221], [1.8204, -5.3632, 3.8498], [2.2530, -4.8976, 5.0786], [2.8421, -3.6486, 5.1829], [3.0288, -2.8912, 4.0409], [3.7592, -1.3229, 4.1849], [2.6385, -3.3380, 2.7747], [2.8368, -2.5338, 1.6463], [3.7276, -2.8065, 0.6271], [4.3904, -4.0367, 0.5480], [5.2384, -4.3276, -0.5057], [5.4669, -3.3923, -1.5033], [4.8513, -2.1538, -1.4003], [3.9913, -1.8315, -0.3588], [3.4663, -0.4108, -0.2835], [1.9607, -0.1976, -0.2494], [1.3743, -0.3228, 0.8689], [1.3293, 0.1917, -1.2619], [1.3216, -6.3178, 3.7571], [2.1029, -5.4981, 5.9649], [3.1598, -3.2581, 6.1393], [2.3631, -1.6330, 1.6401], [4.2314, -4.7752, 1.3218], [5.7252, -5.2940, -0.5401], [6.1311, -3.6095, -2.3289], [5.0499, -1.3964, -2.1512], [3.8517, 0.1354, -1.1433], [3.8503, 0.0600, 0.6286]], "mulliken_charge": [-0.4547, -0.2211, 0.0739, -0.9623, 1.2195, -0.3058, -0.9096, 0.4512, 0.4370, -0.2218, -0.4444, 0.4819, 0.4958, -0.6800, 0.4613, -0.8127, -0.4351, 0.5563, -0.7850, -0.0614, 0.7988, -0.7112, -0.9480, -0.5651, 0.3493, -0.1652, 0.3029, 0.2626, 0.3031, 0.4817, 0.5303, 0.3498, 0.4937, 0.5779, -0.3971, -0.9128, -0.9313, -0.9303, 0.6430, 1.2750, -0.5840, 0.7015, -1.3261, -1.0809, -1.3117, -1.1965, 1.4365, 0.5502, 0.4501, 0.4657, 0.0692, 0.4812, 0.4343, 0.5316, 1.1024, -1.2473, 0.1673, -0.9010, -1.0013, 0.0512, -0.0018, 0.1269, -0.8994, -0.7027, -0.5497, -0.0788, 0.4203, 0.3245, 0.3510, 0.4090, 0.1584, 0.2510, 0.4423, 0.2414, 0.1596, 0.6367, 0.3723, 0.3906, 0.4210, 0.3126, -0.1861, 1.5276, -0.6700, -0.6096, -0.4117, 0.6937, -0.2154, -2.0636, 1.8593, 1.5132, -0.8614, -0.8428, -0.9663, -0.5701, 0.6067, -2.2236, 2.5166, -0.8638, -0.4419, 0.4460, 0.4473, 0.4474, -0.8182, 0.4618, 0.4121, 0.4235, 0.3703, 0.5603, 0.1909]}


{"formula": "C2H7N3", "method": "the ωB97M-V functional and the def2-TZVPD basis", "e_lumo_ev": [0.701, 0.701], "e_above_lowest_kcal_mol": 108.29, "gap_ev": [7.81, 7.81], "total_charge": 0, "symbols": ["C", "C", "N", "N", "N", "H", "H", "H", "H", "H", "H", "H"], "positions_angstrom": [[0.0552, -1.1754, 0.4003], [-1.6527, 0.3322, 0.0014], [2.0104, 0.5129, -0.3786], [0.6966, 0.6865, -0.8965], [-0.1197, -0.2020, -0.4975], [1.9977, 0.4917, 0.6460], [2.5328, 1.3249, -0.6856], [1.0474, -1.4853, 0.6935], [-0.7586, -1.8563, 0.5701], [-1.8351, 0.3365, 1.0723], [-1.6183, 1.3384, -0.3987], [-2.3558, -0.3041, -0.5266]], "mulliken_charge": [-0.6303, -0.7457, -0.4400, -0.6703, 0.4456, 0.1864, 0.2818, 0.3680, 0.2622, 0.2767, 0.3335, 0.3321]}


> What is the formula in the first record?

C48H43Cl5N7O3SSiY


> Which formula does entry 2 have?

C2H7N3